(1)
Computed, not measured: a cluster of 7 separate species, C26H45F13NO6S in total in a non-equilibrium geometry, with the ωB97M-V functional and the def2-TZVPD basis.

Last column: Löwdin charge in e.
Element x y z (Å)
S -1.30902 -1.08891 -0.71588  1.09
F 5.77803 0.30923 -1.74541  -0.08
F -0.39765 -2.54393 -0.81415  -0.19
F -1.34216 -1.03378 -2.46080  -0.21
F -3.61863 0.08529 0.08231  -0.01
F -2.86432 0.67200 -2.10525  0.01
F 3.05620 0.17565 -0.28055  -0.07
F -1.00676 1.62068 1.19863  0.00
F -1.32404 -1.28392 0.98446  -0.18
F 5.42380 -0.87914 0.29831  -0.10
F 0.16789 -0.23065 -0.74360  -0.16
F -2.74754 -2.08282 -0.75645  -0.22
F 3.96689 1.59157 1.42319  -0.11
F -2.93561 2.65787 0.28081  -0.03
O 3.32130 0.36422 -4.99397  0.06
O -1.28178 1.89382 -3.92058  0.03
O 4.30869 4.50306 5.25299  0.04
O -4.20855 0.96786 4.78750  0.04
O -5.25320 -4.18957 3.41718  0.04
O 0.40689 -7.91181 -1.63414  0.04
N 3.89848 2.45094 -0.92515  -0.07
C 0.05964 3.77622 -0.33884  -0.20
C -6.61009 -2.42654 2.55017  -0.03
C 3.88757 2.37795 6.25684  -0.03
C -1.87526 3.97365 -4.93212  -0.02
C 1.54170 3.19691 0.05767  -0.21
C 0.02122 -5.58280 -1.27620  -0.03
C -0.41159 -6.99691 -1.55718  -0.49
C -2.90726 0.26643 6.66254  -0.03
C 3.56179 -0.84197 -4.98190  -0.49
C 2.90018 -1.76089 -3.99012  -0.02
C -3.08834 0.77388 5.25696  -0.50
C 5.54861 0.51011 -0.27270  -0.08
C -1.75050 1.78553 -0.07118  -0.20
C -4.03925 -2.37026 2.45927  -0.02
C 4.54918 3.29687 5.26507  -0.49
C 2.44937 2.73315 -1.25714  -0.32
C 4.52896 -1.45576 -5.95852  -0.04
C -1.84604 1.03495 4.44807  -0.02
C 5.51635 2.68308 4.28844  -0.03
C -0.89260 2.71539 -1.16683  -0.08
C -1.91585 2.47469 -4.80002  -0.47
C -2.38334 0.42745 -0.71221  -0.21
C -5.29686 -3.09427 2.85926  -0.49
C 4.06137 1.23629 -0.03825  -0.38
C -2.76222 1.71399 -5.78528  -0.02
C -1.88435 -7.24839 -1.74020  -0.03
H -0.31829 2.03626 -1.92686  0.10
H 3.65752 -2.23716 -3.36235  0.09
H -0.26570 -4.93429 -2.10781  0.08
H -2.42421 -6.97268 -0.83074  0.09
H -2.69591 0.64233 -5.56927  0.09
H -2.39829 1.88930 -6.80082  0.08
H 5.91640 3.46482 3.63403  0.09
H 1.89268 1.86827 -1.81573  0.09
H -3.80625 2.02482 -5.69608  0.08
H -4.02335 -2.22366 1.37630  0.06
H -3.16864 -2.97042 2.74452  0.09
H -2.34560 0.99596 7.25148  0.08
H -0.43375 -5.23283 -0.34613  0.08
H -2.87973 4.38519 -4.80497  0.09
H -1.67726 3.34916 -1.77590  0.12
H 1.11049 -5.55162 -1.16705  0.09
H -1.23713 1.79878 4.93833  0.09
H -3.88917 0.12314 7.12591  0.08
H 3.21578 2.95886 6.89774  0.08
H -2.25619 -6.67408 -2.59250  0.08
H -2.38459 -0.69326 6.64659  0.09
H 2.44757 3.67530 -1.98498  0.11
H 5.35888 -1.91841 -5.41848  0.08
H 2.22838 -1.17998 -3.34922  0.08
H 6.41699 1.13274 0.23328  0.17
H 1.44950 2.21544 0.73030  0.10
H -6.70876 -2.28238 1.47128  0.09
H 3.30054 1.62214 5.72889  0.09
H 5.00197 1.94084 3.67282  0.07
H -2.04906 -8.31324 -1.93636  0.08
H -0.45641 4.09697 0.68847  0.12
H 2.31315 -2.51670 -4.51807  0.08
H -6.67014 -1.46676 3.06945  0.09
H 4.01458 -2.19800 -6.57415  0.08
H -7.43124 -3.06376 2.89525  0.08
H -2.12960 1.39739 3.45422  0.07
H -1.47180 4.24966 -5.90961  0.09
H 4.64491 1.90168 6.88462  0.08
H -1.27607 0.10948 4.33344  0.09
H -1.22526 4.38895 -4.15467  0.08
H -3.98473 -1.40794 2.97452  0.08
H 6.34627 2.22043 4.82848  0.08
H 2.13732 3.97323 0.74163  0.12
H 4.92901 -0.67402 -6.61294  0.08
H 0.22393 4.80366 -0.92194  0.12

Charge ... -1
Frontier orbital gap ... 3.30 eV
M ... 746.69 g mol⁻¹
Energy ... -87621.64843 eV
HOMO energy ... -3.565 eV

(2)
Computed, not measured: a structure of composition C26H46As3ClN5O4Ti, with the ωB97M-V functional and the def2-TZVPD basis.

Last column: Löwdin spin population.
Element x y z (Å)
As -2.20907 -7.08143 0.21826  0.00
As 0.86773 -2.72031 -1.01800  0.00
As -2.57151 -1.76845 -0.76242  0.00
Ti -0.23412 -0.25053 -0.43370  0.98
Cl 4.99535 4.67437 1.86500  0.00
O 6.57237 2.81361 -0.37153  0.00
O 3.60592 -0.40828 -0.79573  0.00
O 5.10839 1.93769 -1.78487  0.00
O 1.49067 0.30825 -0.65590  -0.01
N -3.59499 1.19376 0.99251  0.00
N 2.82070 3.11975 1.84666  0.00
N -0.88255 1.17796 -1.96371  0.01
N 2.26252 2.05035 1.26795  0.00
N -0.59080 1.55165 0.83728  0.01
C -1.01764 -6.26535 1.56368  0.00
C -1.49074 -4.55296 -1.57890  0.00
C 5.36265 2.35362 -0.69300  0.00
C 3.13638 1.63151 0.36359  0.00
C -0.02491 -4.45948 -1.16076  0.00
C 0.67225 5.17864 4.78961  0.00
C 2.37735 -3.29685 0.06201  0.00
C -3.88231 -6.26690 0.86339  0.00
C 2.10275 3.83305 2.86054  0.00
C 4.29022 2.43496 0.34281  0.00
C -2.42226 -3.72823 -0.68340  0.00
C 1.72993 5.14900 2.63044  0.00
C -1.91179 -6.03420 -1.46149  0.00
C 4.04077 3.37791 1.32316  0.00
C -1.43838 2.39926 -1.31478  0.01
C -1.62002 -4.16027 -3.05254  0.00
C -0.57362 2.70463 -0.10764  0.01
C -4.29628 -1.66517 0.14578  0.00
C 2.82060 0.40170 -0.41187  0.00
C -2.86753 2.21385 1.75289  0.00
C 1.66614 -2.45972 -2.77149  0.01
C 1.77343 3.17731 4.03797  0.00
C 1.04938 3.85942 5.00349  0.00
C -1.45157 1.75383 2.03931  0.00
C 1.01364 5.82273 3.60881  0.00
C -3.16970 -1.28518 -2.55445  0.00
H -4.71224 -0.66757 0.04309  0.00
H -2.19202 -3.92931 0.36606  0.00
H 0.13525 -4.94376 -0.19821  0.00
H -2.86430 -6.16358 -1.98758  0.00
H 0.01814 -6.55401 1.38675  0.00
H -3.76293 -5.25959 1.26198  0.00
H -1.16992 -3.18579 -3.25429  0.00
H -4.26873 -6.90596 1.65626  0.00
H 2.12037 -3.39269 -3.10372  0.00
H -1.31478 -6.69402 2.52110  0.00
H -3.80653 0.41702 1.61015  0.00
H -3.93883 -1.97499 -2.89676  0.00
H -2.45235 2.16498 -0.99465  0.00
H -3.32960 2.44790 2.71738  0.00
H 0.46338 2.85191 -0.42033  0.00
H -2.35492 -1.28754 -3.27349  0.00
H 2.04298 -3.52344 1.07296  0.00
H -1.10564 -4.88921 -3.68035  0.00
H -4.61942 -6.25858 0.05997  0.00
H 6.63766 3.10816 0.54567  0.00
H -2.86842 3.14760 1.18968  0.00
H 2.43184 -1.69324 -2.68774  0.00
H -1.51031 0.85231 -2.69355  0.00
H -4.96272 -2.38025 -0.33473  0.00
H -1.18913 -6.62801 -2.02791  0.00
H -4.20031 -1.93043 1.19711  0.00
H -1.48554 0.80502 2.58151  0.00
H 0.36551 1.54400 1.22717  0.00
H 0.72653 6.85329 3.44978  0.00
H -1.09142 -5.18000 1.64560  0.00
H 3.14814 -2.53374 0.07947  0.00
H -2.66371 -4.13156 -3.36807  0.00
H -0.96236 2.47963 2.69690  0.00
H 0.79625 3.36769 5.93306  0.00
H 0.57938 -5.00907 -1.88867  0.00
H 0.91138 -2.15784 -3.49618  0.00
H -1.46255 3.23661 -2.01261  0.00
H -0.01064 1.41646 -2.43556  0.00
H 2.77761 -4.20329 -0.39154  0.00
H 2.00406 5.63974 1.70500  0.00
H -0.88768 3.62525 0.38472  0.00
H -4.49330 1.56297 0.69784  0.00
H -3.60967 -0.28859 -2.48754  0.00
H 0.12006 5.71116 5.55219  0.00
H -3.44665 -4.07342 -0.84090  0.00
H 2.09805 2.15669 4.19487  0.00

Charge ... +2
Frontier orbital gap (alpha / beta) ... 6.33 / 6.56 eV
M ... 800.77 g mol⁻¹
Energy ... -261490.51150 eV
HOMO energy (alpha / beta) ... -12.835 / -12.835 eV
Energy above the lowest of the compared OMol25 structures with the same formula, charge and spin ... 43.60 kcal/mol
Spin multiplicity ... 2

(3)
Computed, not measured: a structure of composition C26H46BF6N11O4S2Tm, with the ωB97M-V functional and the def2-TZVPD basis.

Last column: Löwdin spin population.
Element x y z (Å)
Tm -0.03603 0.13473 -0.18098  2.01
S -3.05044 -0.22505 -2.34998  0.00
S -3.17675 1.85254 -0.67734  0.00
F -5.32798 1.58886 0.86097  0.00
F -2.44151 -0.25780 -4.88363  0.00
F -4.06915 3.30420 1.26800  0.00
F -5.34011 3.27392 -0.48766  0.00
F -4.50399 0.26808 -4.45525  0.00
F -2.92343 1.71394 -4.12859  0.00
O -2.18811 1.32886 0.27153  0.00
O -1.62997 0.00055 -2.05949  0.00
O -2.72561 2.94912 -1.48651  0.00
O -3.50246 -1.57262 -2.41340  0.00
N 1.34069 -0.40101 -2.50596  0.00
N -0.38002 -2.19944 -1.12620  0.00
N 0.55507 1.95003 1.37103  0.00
N 0.14012 -0.50494 3.09027  0.00
N 2.43648 0.77843 -0.31356  0.00
N 2.39773 -0.85030 2.09624  0.00
N 0.12094 2.09849 -1.85194  0.00
N -0.78839 -0.73071 2.10926  0.00
N -3.93651 0.69361 -1.44335  0.00
N 1.40387 1.55432 2.36114  0.00
N 1.85741 -1.63749 1.11951  0.00
C 3.37713 0.01841 -1.16279  0.00
C -3.10900 -1.78497 2.13825  0.00
C 2.40351 -3.89139 0.16703  0.00
C 1.51669 3.75631 2.30962  0.00
C 1.85484 -4.97861 1.09745  0.00
C 3.82440 -2.50695 1.80951  0.00
C -0.29034 4.16784 0.53201  0.00
C 0.59890 -1.39715 -3.28966  0.00
C -0.25914 -1.03670 4.25236  0.00
C -1.25951 4.91439 1.45243  0.00
C 0.60394 3.29209 1.35611  0.00
C -1.77837 -1.41059 2.71937  0.00
C -3.25052 0.42678 -4.07039  0.00
C 0.17445 -2.59163 -2.44774  0.00
C 3.57043 -1.35760 2.51374  0.00
C 2.62177 -0.95808 -2.05468  0.00
C 1.56937 0.80350 -3.32359  0.00
C -3.09095 -2.02120 0.64438  0.00
C 0.50451 5.16594 -0.30978  0.00
C -4.58984 2.53642 0.31509  0.00
C 0.39647 1.75275 -3.25829  0.00
C -1.47547 -1.63687 4.06285  0.00
C 1.98547 2.62295 2.92640  0.00
C 2.70896 -2.66292 0.97241  0.00
C -4.13049 -0.72255 2.53663  0.00
C 3.61324 -4.40145 -0.60988  0.00
B 1.51850 0.11932 2.91902  0.00
H 4.07147 -0.54041 -0.53420  0.00
H -0.26499 -0.90536 -3.72560  0.00
H 4.66776 -3.16585 1.91027  0.00
H -0.78772 2.55655 -1.81540  0.00
H 2.45487 1.31943 -2.95452  0.00
H -0.15887 5.72654 -0.96769  0.00
H 1.79264 0.52906 -4.36208  0.00
H 0.78363 2.80662 -1.55019  0.00
H 1.75341 4.77734 2.54642  0.00
H -3.81061 0.25438 2.18072  0.00
H -4.08947 -2.20221 0.25076  0.00
H -4.22788 -0.66077 3.62031  0.00
H 3.33991 -5.25901 -1.22470  0.00
H -5.10923 -0.94648 2.11443  0.00
H 1.01813 5.88468 0.33051  0.00
H -2.08553 -2.14566 4.78695  0.00
H 0.36507 -0.94486 5.12342  0.00
H 1.58347 -5.87008 0.53171  0.00
H 2.46364 1.76773 -0.53347  0.00
H -0.71891 5.60723 2.09866  0.00
H 3.98685 0.70421 -1.75148  0.00
H 3.24940 -1.25588 -2.90816  0.00
H -0.49588 1.29939 -3.67811  0.00
H 2.40649 -1.85717 -1.48793  0.00
H -0.89078 3.53346 -0.11250  0.00
H 1.03447 -3.24307 -2.28917  0.00
H 4.39930 -4.72873 0.07100  0.00
H -1.39238 -2.22860 -1.20442  0.00
H 2.65681 2.49076 3.75661  0.00
H 2.60525 -5.26411 1.83501  0.00
H 0.97668 -4.62605 1.63938  0.00
H -3.39229 -2.72241 2.62823  0.00
H -2.46481 -2.87599 0.38631  0.00
H 4.04178 -3.63866 -1.26166  0.00
H 4.11311 -0.88024 3.31123  0.00
H -0.55073 -3.18636 -3.00635  0.00
H -1.81001 4.22360 2.08857  0.00
H -1.97256 5.49120 0.86423  0.00
H 2.73132 0.71055 0.65321  0.00
H 0.60951 2.64334 -3.85666  0.00
H 1.21255 -1.76336 -4.12575  0.00
H 1.61495 -3.63571 -0.53762  0.00
H 2.03919 0.22380 3.99141  0.00
H 1.27783 4.69782 -0.92506  0.00
H -2.71720 -1.12803 0.14046  0.00
H -0.15043 -2.90097 -0.42900  0.00

Charge ... +1
Frontier orbital gap (alpha / beta) ... 9.41 / 9.23 eV
M ... 934.60 g mol⁻¹
Energy ... -120473.25327 eV
HOMO energy (alpha / beta) ... -11.415 / -11.415 eV
Spin multiplicity ... 3